15 unconnected molecules or ions with the total composition C60H112O23. Source: OMol25; level of theory: the ωB97M-V functional and the def2-TZVPD basis.

Structure (XYZ):
```
195
Properties=species:S:1:pos:R:3:forces:R:3:lowdin_charge:R:1
C -1.130141 5.809371 1.373481 1.678 -0.516 -0.353 -0.160
C -0.410315 4.496420 1.871774 1.464 -1.278 -1.540 -0.134
C -1.116748 4.124476 3.150915 0.297 2.638 0.881 -0.204
O -2.354494 4.850771 3.083614 -0.110 -0.053 -0.020 -0.164
C -2.062548 6.119714 2.465792 0.216 -0.336 3.043 -0.208
H -1.621435 5.586570 0.453150 -0.483 -0.105 -0.683 0.080
H -0.449416 6.639231 1.194284 0.177 -0.040 -0.058 0.109
H 0.772120 4.534467 1.967270 -2.499 0.096 -0.205 0.144
H -0.683493 3.617297 1.197019 0.761 1.442 0.424 0.099
H -0.542846 4.531262 4.020835 -0.347 -0.547 -0.212 0.119
H -1.322596 3.089158 3.246895 -0.167 -0.896 0.138 0.085
H -1.566691 6.766058 3.254036 -0.217 -0.474 -0.706 0.135
H -3.010997 6.578197 2.300241 -0.631 0.291 -0.731 0.111
C 1.081058 -4.119532 5.316538 -0.281 1.690 -0.158 -0.146
C 2.489389 -3.511141 4.999433 -0.796 0.394 1.804 -0.154
C 2.909038 -4.302357 3.783776 -1.470 0.811 -0.641 -0.217
O 1.796133 -5.061372 3.342738 -1.754 0.107 -0.118 -0.177
C 0.583591 -4.516509 3.932599 1.407 0.217 -0.310 -0.174
H 0.440756 -3.337261 5.830414 0.557 -1.347 -0.350 0.104
H 1.233228 -5.039443 5.892974 -0.320 0.355 0.148 0.116
H 3.066604 -3.602784 5.955946 0.098 -0.132 -1.140 0.117
H 2.414018 -2.420437 4.820952 -0.026 -0.555 -0.196 0.102
H 3.552585 -5.087384 3.968409 2.441 -0.910 0.421 0.099
H 3.129733 -3.666385 2.940700 0.990 0.351 -0.127 0.110
H -0.044054 -5.366228 3.966348 -1.174 -0.586 -0.028 0.103
H 0.147382 -3.705134 3.298953 0.311 -0.406 0.558 0.120
C -5.059105 -3.452048 0.421366 0.737 -0.219 -0.602 -0.173
C -6.565552 -3.556897 0.547485 -0.904 0.119 0.204 -0.166
C -6.919458 -2.237383 1.305183 0.529 0.025 -0.057 -0.145
O -5.645161 -1.633822 1.677709 -1.213 0.365 0.065 -0.158
C -4.690879 -2.637842 1.656836 1.103 -1.302 -0.105 -0.241
H -4.743025 -2.838009 -0.467289 -0.410 -0.752 0.576 0.126
H -4.650574 -4.473639 0.370939 0.370 0.589 -0.029 0.121
H -6.895278 -4.495560 1.056652 0.422 0.852 0.011 0.118
H -7.066272 -3.594387 -0.422094 0.059 0.145 0.008 0.102
H -7.433983 -2.390820 2.266266 -0.396 -0.040 -0.597 0.118
H -7.427253 -1.544045 0.604581 0.117 -0.187 0.799 0.122
H -4.640722 -3.310869 2.538378 -0.596 0.342 0.044 0.134
H -3.704852 -2.197915 1.621426 0.131 0.291 -0.217 0.094
C 5.910296 -2.813284 -2.224064 -1.791 1.118 0.233 -0.121
C 5.682535 -1.340983 -1.727979 2.481 -1.309 1.365 -0.155
C 6.216850 -0.495071 -2.821183 1.365 -0.163 -0.680 -0.185
O 6.130552 -1.341864 -3.982736 -0.502 2.241 -0.779 -0.168
C 6.389937 -2.666101 -3.636125 -1.112 0.624 -0.080 -0.218
H 4.958667 -3.351681 -2.141956 0.481 -0.138 0.164 0.090
H 6.692064 -3.233904 -1.678327 0.858 -1.132 1.285 0.086
H 6.235025 -1.166957 -0.772756 -0.230 -0.140 -0.674 0.125
H 4.714823 -1.132023 -1.482763 -2.894 0.296 0.282 0.068
H 7.337718 -0.381176 -2.572516 -1.455 0.748 -0.680 0.145
H 5.605185 0.434901 -3.005799 1.165 -0.818 0.095 0.117
H 7.445927 -2.807058 -3.653827 0.987 -0.673 -0.507 0.110
H 5.796772 -3.220825 -4.360817 0.569 -0.610 -0.022 0.115
C 2.742099 3.491973 -1.097315 0.879 -0.660 -0.264 -0.150
C 2.649227 4.812478 -1.854995 0.462 1.083 1.337 -0.167
C 3.393379 4.612662 -3.149860 -0.309 0.844 -1.019 -0.238
O 4.312613 3.577876 -2.950907 0.280 -1.213 0.372 -0.149
C 4.066510 2.889869 -1.697515 0.451 0.848 0.849 -0.149
H 1.879196 2.840996 -1.240595 0.137 -0.033 -0.193 0.078
H 2.864688 3.673783 -0.019670 -0.099 -0.154 -0.325 0.104
H 3.165448 5.551474 -1.180025 -0.578 -0.251 -0.930 0.128
H 1.628350 5.124461 -2.055496 -0.102 0.169 0.222 0.094
H 3.947490 5.505561 -3.544824 -0.436 -0.563 0.602 0.133
H 2.653823 4.357829 -3.934593 0.338 -0.159 0.158 0.105
H 4.942017 3.127203 -1.018179 -0.872 -0.223 -0.630 0.128
H 4.068961 1.802192 -1.841767 -0.283 0.284 -0.191 0.097
C -2.930019 6.502070 -2.450286 -0.129 -0.544 -1.468 -0.112
C -1.529533 6.445552 -3.145047 -2.357 -0.131 -1.797 -0.155
C -1.376673 4.966070 -3.371018 1.510 -0.006 1.325 -0.245
O -2.651857 4.410233 -3.599315 0.861 -0.253 -0.758 -0.160
C -3.631863 5.155818 -2.918361 -0.587 1.248 -0.375 -0.170
H -3.412763 7.414006 -2.763351 -0.626 0.066 -0.291 0.094
H -2.929001 6.558460 -1.383324 0.540 -0.169 0.758 0.078
H -0.787806 6.819420 -2.535636 1.721 0.821 1.359 0.072
H -1.463183 6.998853 -4.135698 -0.532 -0.480 1.200 0.136
H -0.910829 4.590144 -2.413576 -0.490 -0.318 -0.735 0.129
H -0.639249 4.791000 -4.166426 -0.609 -0.472 -0.057 0.120
H -4.028684 4.555014 -2.098608 0.113 0.162 0.296 0.109
H -4.480070 5.306496 -3.635916 0.674 0.120 0.587 0.127
C -3.011808 -0.560679 7.530490 -0.351 0.170 1.033 -0.162
C -1.980117 -0.088159 6.487482 -1.007 1.265 0.943 -0.174
C -0.863552 -0.960403 6.889762 0.502 -1.168 0.275 -0.219
O -1.512050 -2.253466 6.966002 1.250 0.143 0.964 -0.150
C -2.771489 -2.066389 7.582316 -0.996 -0.669 -1.138 -0.223
H -4.034103 -0.338173 7.268618 -0.347 0.213 -0.134 0.099
H -2.844881 -0.146515 8.579884 0.051 -0.193 -1.465 0.134
H -1.770561 0.969558 6.639331 0.086 0.110 -0.254 0.109
H -2.357227 -0.272288 5.487708 0.134 -0.092 -0.241 0.115
H -0.451649 -0.588137 7.858497 -0.201 -0.538 -0.353 0.139
H -0.040585 -1.108103 6.206159 0.191 0.185 -0.344 0.100
H -2.907562 -2.457394 8.585148 0.738 -0.107 0.443 0.106
H -3.449740 -2.705912 6.972056 -0.020 0.765 0.209 0.125
C 2.685395 -4.124047 -4.014202 0.265 0.910 -0.039 -0.115
C 1.825345 -2.820553 -3.939782 0.804 -1.335 -3.196 -0.098
C 0.625824 -3.242931 -4.813144 0.887 -0.170 0.777 -0.165
O 0.454690 -4.607106 -4.408834 -1.752 0.330 -0.398 -0.155
C 1.688461 -5.225056 -4.385982 1.009 0.578 0.313 -0.218
H 3.155619 -4.306938 -3.070772 0.215 -0.212 0.774 0.073
H 3.519032 -3.966170 -4.701049 -0.218 -0.303 -0.342 0.101
H 2.367518 -1.955318 -4.328782 -0.261 0.029 0.406 0.099
H 1.464731 -2.730289 -2.985646 -0.688 0.788 2.513 0.059
H 0.855734 -3.159219 -5.877665 -0.198 0.011 -0.038 0.127
H -0.277470 -2.710852 -4.542484 -0.195 0.103 -0.341 0.092
H 1.906790 -5.699574 -5.302384 0.380 -0.226 -1.669 0.103
H 1.670346 -6.053325 -3.717108 -0.150 -0.471 1.080 0.101
C 1.485371 -5.341377 -0.631086 -0.813 -1.318 1.318 -0.157
C 2.680840 -6.305220 -0.533287 1.048 0.475 0.667 -0.117
C 3.783229 -5.401068 0.229836 -1.725 -0.727 -1.916 -0.146
O 3.377716 -4.051285 -0.052555 1.009 -0.791 -0.050 -0.156
C 1.972616 -3.999950 -0.172130 0.246 -0.206 3.454 -0.212
H 0.603559 -5.684383 -0.011558 0.866 0.348 -0.915 0.139
H 1.255826 -5.281658 -1.669159 -0.848 0.040 -0.715 0.067
H 3.081635 -6.426501 -1.520465 0.063 -0.461 -0.692 0.074
H 2.436848 -7.327068 -0.112267 0.489 1.350 -0.164 0.125
H 4.804787 -5.492113 -0.149717 -0.224 -0.232 0.206 0.116
H 3.656425 -5.741479 1.224268 0.370 0.510 1.581 0.082
H 1.728080 -3.270545 -0.863819 -0.406 1.782 -1.266 0.075
H 1.617364 -3.671009 0.872369 -0.185 -0.639 -1.460 0.135
C 0.813252 0.372080 0.360408 -1.288 -2.612 0.037 -0.103
C 0.502404 -0.423470 1.729974 0.085 0.850 -1.055 -0.114
C -0.694448 0.345184 2.280799 -1.220 -0.244 -1.058 -0.167
O -0.982021 1.433242 1.379307 -0.015 0.342 1.218 -0.187
C -0.521380 1.098846 0.110135 0.737 -0.667 -0.786 -0.216
H 1.101682 -0.327093 -0.471225 -0.324 0.698 0.730 0.116
H 1.620001 0.996626 0.572626 1.291 1.360 0.113 0.067
H 1.347292 -0.341574 2.393480 0.424 0.160 0.251 0.089
H 0.293397 -1.486575 1.660833 -0.152 -0.026 -0.519 0.074
H -0.507981 0.778170 3.241166 0.003 0.261 0.693 0.082
H -1.621014 -0.273653 2.314229 0.622 0.106 0.166 0.126
H -0.466059 2.041664 -0.502551 -0.043 -1.045 0.433 0.124
H -1.171759 0.314862 -0.325908 -0.063 0.829 -0.218 0.109
C 2.599983 2.519480 5.603344 -2.349 1.107 -2.192 -0.121
C 2.249135 4.018426 5.945827 -1.721 -3.628 -0.429 -0.137
C 1.338919 3.731305 7.132022 1.128 2.425 0.452 -0.262
O 0.511872 2.680236 6.779079 0.167 -0.739 0.162 -0.133
C 1.298031 1.765982 5.976861 -0.714 2.000 -1.343 -0.171
H 3.366446 2.228693 6.241179 1.602 -0.684 0.899 0.080
H 2.821291 2.317589 4.526979 0.217 0.260 0.908 0.120
H 1.637313 4.495107 5.220709 -0.300 0.316 -1.090 0.084
H 3.096882 4.558312 6.124636 2.120 1.568 0.729 0.078
H 0.776978 4.683703 7.266512 -0.124 -0.979 0.618 0.133
H 2.026006 3.534686 7.986784 -0.804 -0.098 0.051 0.130
H 0.622379 1.557376 5.128152 0.640 -0.136 0.068 0.108
H 1.533454 0.873215 6.465948 0.096 -1.442 1.124 0.085
C -4.530724 2.741119 3.337064 -3.305 -1.141 0.025 -0.008
C -4.942136 1.506822 2.548622 0.158 1.360 -1.221 -0.250
C -6.379180 1.581102 1.964812 1.245 -0.660 -0.253 -0.045
O -6.193013 1.102410 0.585324 -0.526 0.781 0.983 0.045
C -4.879167 1.134918 0.267341 -0.229 -0.557 0.068 -0.584
O -4.450753 0.870182 -0.819739 -0.183 0.151 0.127 0.132
O -4.131664 1.454339 1.315262 -0.113 0.014 0.944 0.085
H -4.787322 3.638815 2.819258 0.195 0.610 -0.428 0.082
H -3.565757 2.706702 3.651940 2.936 0.039 0.436 0.030
H -5.109419 2.730868 4.269168 -0.184 0.040 -0.061 0.102
H -4.747031 0.612808 3.107720 -0.010 -0.629 0.072 0.135
H -6.754324 2.609548 2.007355 -0.002 -0.201 -0.424 0.128
H -7.044324 0.913233 2.503858 -0.156 -0.098 -0.268 0.126
C 3.827530 -0.388950 -6.328672 -1.580 0.414 -3.059 -0.041
C 3.927956 0.848974 -5.524898 -0.127 1.517 1.438 -0.271
C 3.255192 2.198881 -6.032961 0.239 -0.656 0.486 -0.014
O 2.046135 2.364561 -5.205722 1.567 -0.788 -0.210 0.022
C 2.122165 1.490216 -4.186040 -1.213 -0.577 1.599 -0.544
O 1.268380 1.453834 -3.294573 2.023 -0.012 -1.865 0.098
O 3.205566 0.662733 -4.256458 -0.849 0.925 -0.155 0.043
H 2.775567 -0.668156 -6.687083 1.396 0.804 0.509 0.103
H 4.202398 -1.230839 -5.848515 0.799 -1.291 1.371 0.038
H 4.499482 -0.270500 -7.213042 -0.593 0.002 0.359 0.107
H 5.001636 1.025608 -5.259669 -0.943 -0.033 -0.112 0.152
H 2.910590 2.076743 -7.063601 0.212 0.392 0.150 0.132
H 3.937629 3.069937 -5.837518 -0.813 -0.788 -0.402 0.137
C -2.755252 1.229195 -3.212213 0.878 1.973 -0.642 -0.002
C -2.222613 1.087531 -4.675718 -0.978 -1.100 1.251 -0.232
C -1.450462 2.190698 -5.276952 2.356 0.613 -0.820 -0.051
O -0.639199 1.475398 -6.324339 -1.161 0.538 0.735 0.072
C -0.381846 0.306311 -5.758169 3.152 -1.599 -0.496 -0.589
O 0.609603 -0.373288 -6.051821 -2.197 0.978 0.348 0.089
O -1.214856 -0.015287 -4.776826 -0.560 0.749 0.432 0.071
H -3.644183 1.923964 -3.094255 0.938 -1.101 -0.623 0.099
H -1.976343 1.715030 -2.573032 -0.403 -0.610 -0.480 0.090
H -2.977053 0.259732 -2.829985 -0.333 -0.445 0.271 0.031
H -2.997884 0.695414 -5.315002 -0.584 0.338 -0.323 0.149
H -0.651778 2.509978 -4.590434 -0.501 0.054 0.190 0.111
H -1.853178 3.083457 -5.744065 -0.689 -0.400 0.068 0.139
C -2.739740 -4.109639 -3.187143 -0.427 1.538 -0.392 -0.013
C -1.631686 -3.509824 -2.337047 0.291 -1.070 0.701 -0.271
C -1.671799 -1.987637 -2.052159 0.384 -2.100 -0.045 -0.068
O -1.217077 -1.920701 -0.690164 -0.740 -0.240 -0.126 0.027
C -1.630676 -3.060205 -0.056618 0.657 -0.116 -2.648 -0.566
O -1.711842 -3.161419 1.107400 -0.045 -0.427 1.725 0.155
O -1.866147 -4.039502 -0.978287 0.303 0.776 0.516 0.050
H -2.631518 -5.145168 -3.414143 0.834 -0.713 -0.362 0.071
H -2.811924 -3.513972 -4.147289 -0.293 -0.741 1.025 0.112
H -3.660937 -4.135155 -2.582939 0.027 0.761 -0.432 0.083
H -0.629871 -3.890254 -2.684936 -0.948 0.557 0.526 0.131
H -2.700882 -1.658662 -2.153249 -0.002 0.511 0.094 0.126
H -0.945682 -1.522476 -2.680575 0.110 0.928 -0.365 0.113
```
Positions in Å, forces in eV/Å.

- Highest occupied orbital energy: -9.08 eV
- Total energy: -111121.7388 eV
- Spin multiplicity: 1
- Frontier orbital gap: 0.35591 hartree
- Max |F|: 4.04 eV/Å
- LUMO: 0.022 hartree